Entry 1:
Density functional theory data (ωB97M-V with the def2-TZVPD basis set) for a molecular structure, F12N6Na2O24S12 in a non-equilibrium geometry.

CARTESIAN COORDINATES (ANGSTROEM)
Na1 -1.089 0.629 -0.040
Na2 -3.490 2.366 -0.018
N1 3.273 0.766 2.701
S1 4.651 0.032 3.243
O1 5.705 -0.200 2.291
O2 4.458 -0.921 4.288
F1 5.231 1.350 3.968
S2 3.013 -0.222 1.521
O3 2.729 -1.594 1.841
O4 3.602 0.119 0.263
F2 1.486 0.338 1.240
N2 0.159 -3.460 -2.542
S3 0.728 -1.947 -2.150
O5 2.125 -1.691 -2.269
O6 -0.035 -1.229 -1.162
F3 0.187 -1.263 -3.503
S4 1.062 -4.401 -1.653
O7 1.374 -3.964 -0.323
O8 2.207 -4.954 -2.343
F4 0.041 -5.625 -1.452
N3 1.221 3.883 -3.068
S5 1.587 2.296 -2.787
O9 1.078 1.676 -1.596
O10 2.901 1.914 -3.202
F5 0.643 1.756 -3.942
S6 2.400 4.604 -2.343
O11 3.619 4.802 -3.085
O12 2.474 4.403 -0.927
F6 1.713 6.089 -2.439
N4 -2.747 0.630 -1.695
S7 -3.645 -0.769 -1.775
O13 -3.109 -1.829 -2.551
O14 -5.059 -0.530 -1.746
F7 -3.323 -1.213 -0.294
S8 -2.870 1.051 -3.205
O15 -4.108 1.687 -3.578
O16 -2.192 0.242 -4.156
F8 -1.859 2.292 -3.013
N5 -1.622 2.400 1.395
S9 -1.738 2.171 2.988
O17 -2.501 3.099 3.783
O18 -0.644 1.524 3.639
F9 -2.737 0.922 2.861
S10 -0.467 3.667 1.628
O19 0.818 3.322 2.110
O20 -1.021 4.949 1.950
F10 -0.172 3.756 0.073
N6 -0.920 -3.805 2.766
S11 -1.810 -2.517 2.797
O21 -3.196 -2.625 3.196
O22 -1.548 -1.584 1.737
F11 -1.044 -1.895 4.067
S12 -1.841 -4.761 1.802
O23 -1.958 -4.368 0.439
O24 -2.935 -5.386 2.498
F12 -0.806 -5.982 1.771

Summary:
LUMO energy: 5.12 eV
energy: -8435.5463 a.u.
charge: -4
maximum force: 0.1297 hartree/bohr
HOMO: -0.23 eV
Kohn-Sham gap: 5.4 eV
ΔE to the lowest compared entry with this formula, charge and spin: 2.484 eV

---

Entry 2:
Density functional theory data (ωB97M-V with the def2-TZVPD basis set) for a molecular structure, F12N6O24S12Tl in a non-equilibrium geometry.

CARTESIAN COORDINATES (ANGSTROEM)
Tl1 0.227 0.031 -0.604
N1 -1.802 -4.539 -0.937
S1 -2.655 -5.422 -0.154
O1 -2.046 -6.615 0.345
O2 -4.083 -5.465 -0.482
F1 -2.579 -4.505 1.193
S2 -1.634 -5.601 -2.197
O3 -2.770 -5.793 -3.129
O4 -0.767 -6.749 -1.985
F2 -0.779 -4.701 -3.140
N2 4.045 -0.270 -3.905
S3 3.869 -0.125 -5.663
O5 4.131 -1.329 -6.478
O6 3.865 1.156 -6.393
F3 2.237 -0.245 -5.480
S4 5.532 -0.373 -4.050
O7 6.396 0.724 -4.507
O8 6.039 -1.733 -4.154
F4 5.716 -0.123 -2.400
N3 -3.892 1.616 -3.141
S5 -5.528 1.178 -2.943
O9 -6.116 0.419 -4.067
O10 -6.395 1.945 -2.044
F5 -5.202 -0.038 -1.856
S6 -4.393 2.587 -4.266
O11 -5.373 3.653 -4.122
O12 -4.374 2.021 -5.624
F6 -3.026 3.377 -4.324
N4 -4.384 1.135 5.908
S7 -3.568 2.251 4.967
O13 -2.844 1.659 3.840
O14 -3.043 3.475 5.593
F7 -4.828 2.775 4.226
S8 -3.383 0.991 7.107
O15 -3.773 1.896 8.229
O16 -1.956 0.856 6.750
F8 -3.802 -0.444 7.641
N5 1.479 4.654 1.111
S9 0.746 6.140 0.956
O17 0.914 6.871 -0.325
O18 0.550 6.940 2.140
F9 -0.704 5.553 0.679
S10 2.832 5.271 1.520
O19 3.109 5.640 2.898
O20 3.590 5.982 0.525
F10 3.684 3.884 1.453
N6 3.317 -2.772 2.089
S11 4.141 -2.700 3.266
O21 5.459 -2.222 2.894
O22 3.908 -3.608 4.407
F11 3.547 -1.339 3.876
S12 4.017 -4.214 1.520
O23 3.362 -5.446 1.967
O24 5.466 -4.277 1.233
F12 3.521 -4.031 0.039

Summary:
LUMO energy: -3.67 eV
energy: -8282.8595 a.u.
charge: -3
maximum force: 0.2475 hartree/bohr
HOMO: -5.06 eV
Kohn-Sham gap: 1.4 eV
ΔE to the lowest compared entry with this formula, charge and spin: 10.640 eV

---

Entry 3:
Density functional theory data (ωB97M-V with the def2-TZVPD basis set) for a molecular structure, F24InP4 in a non-equilibrium geometry.

CARTESIAN COORDINATES (ANGSTROEM)
In1 -11.215 6.612 8.091
P1 -12.300 3.911 10.115
F1 -12.510 4.993 11.278
F2 -13.592 3.111 10.561
F3 -13.150 4.943 9.163
F4 -12.058 2.980 8.854
F5 -10.936 4.804 9.565
F6 -11.306 3.056 11.011
P2 -9.440 8.383 5.377
F7 -9.814 6.793 5.647
F8 -7.919 8.085 5.684
F9 -9.256 8.112 3.826
F10 -9.162 9.950 5.187
F11 -11.044 8.608 5.176
F12 -9.746 8.639 6.985
P3 -13.211 4.431 5.472
F13 -12.092 4.351 6.678
F14 -14.027 3.245 6.146
F15 -13.960 5.544 6.384
F16 -14.245 4.654 4.276
F17 -12.222 5.523 4.751
F18 -12.401 3.331 4.596
P4 -7.931 4.607 8.037
F19 -7.323 6.010 7.552
F20 -7.170 3.808 6.896
F21 -6.742 4.416 9.103
F22 -8.587 3.237 8.570
F23 -8.772 5.419 9.228
F24 -9.196 4.874 7.036

Summary:
LUMO energy: -6.20 eV
energy: -3953.0601 a.u.
charge: -1
maximum force: 0.1078 hartree/bohr
HOMO: -9.95 eV
Kohn-Sham gap: 3.7 eV
ΔE to the lowest compared entry with this formula, charge and spin: 1.358 eV